(1)
A structure of composition C39H43ClP2ScSi2 in a non-equilibrium geometry, computed with ωB97M-V/def2-TZVPD.

Results
Max |F| = 4.619 eV Å⁻¹
Gap between HOMO and LUMO (spin up / spin down) = 5.2 / 5.0 eV

The geometry in ORCA input format:
```
! RIJCOSX wB97M-V def2-TZVPD def2/J DEFGRID3
* xyz 1 1
C 1.25100 -0.94456 1.05464
C 1.96173 -0.29986 -0.00098
C 2.22425 1.06334 0.40437
H 2.39289 -0.79056 -0.85960
C 1.64840 1.25590 1.70619
C 1.05682 0.01512 2.11469
H 0.65636 -0.23914 3.08594
H 1.03316 -1.99733 1.14048
H 2.86857 1.75074 -0.12980
H 1.74484 2.12913 2.32554
Sc -0.10022 0.83960 0.22451
Si -0.01043 6.16814 -2.66742
C -0.32514 6.60776 -4.48307
C -1.51835 7.24509 -4.91651
H -2.32354 7.36719 -4.19541
C -1.62145 7.69055 -6.24373
H -2.50950 8.22966 -6.57310
C -0.59333 7.48589 -7.17117
H -0.69314 7.87229 -8.18034
C 0.53518 6.78580 -6.76870
H 1.33204 6.59303 -7.47960
C 0.67282 6.32855 -5.44777
H 1.53343 5.73128 -5.12835
C 0.16640 7.78252 -1.75217
C 0.91632 8.82797 -2.35707
H 1.33822 8.70852 -3.36707
C 0.99989 10.08218 -1.73212
H 1.56018 10.90024 -2.21923
C 0.27995 10.34899 -0.56417
H 0.25637 11.36327 -0.12377
C -0.52329 9.33402 -0.02065
H -1.15843 9.58481 0.83603
C -0.61863 8.06847 -0.61327
H -1.37023 7.34048 -0.28713
H 1.38165 5.69888 -2.57577
Si -0.51454 3.13671 -1.85867
C 0.62151 3.83917 -0.55722
C 1.93804 4.14062 -0.97500
H 2.25576 3.85108 -1.98755
C 2.74934 4.89986 -0.14473
H 3.75769 5.18558 -0.48802
C 2.24378 5.28659 1.11689
H 2.89962 5.82654 1.81204
C 0.95687 4.94402 1.54373
H 0.61526 5.22279 2.54607
C 0.09835 4.23490 0.68390
H -0.94705 3.98584 0.92493
C 0.36863 2.55651 -3.38132
C 1.56883 1.79982 -3.41929
H 1.93794 1.28117 -2.51861
C 2.27910 1.70652 -4.62623
H 3.21736 1.14282 -4.64094
C 1.75722 2.31535 -5.77422
H 2.30984 2.24443 -6.71546
C 0.52013 2.97029 -5.76322
H 0.10217 3.43703 -6.65673
C -0.20958 3.03842 -4.56648
H -1.19826 3.51916 -4.53496
H -0.76953 4.80477 -2.12133
Cl -2.56222 3.19238 -1.84093
C -3.98267 0.14388 0.68732
P -2.28835 -0.33565 1.21991
C -2.39562 -0.43633 3.03380
C -2.26193 -2.14266 0.71395
C -2.73567 -3.17323 1.52072
C -2.63125 -4.49829 1.06468
C -2.06371 -4.76050 -0.18061
C -1.57719 -3.72594 -0.99460
C -1.65435 -2.41625 -0.54208
P -0.98821 -0.97941 -1.52127
C 0.18739 -1.75899 -2.69328
C -2.37704 -0.65756 -2.66251
H -3.94272 1.16466 0.29642
H -4.61831 0.09429 1.57386
H -4.39184 -0.52043 -0.07916
H -3.38725 -0.79800 3.33870
H -1.61399 -1.10653 3.42820
H -2.22541 0.57439 3.45585
H -3.14764 -2.94900 2.49277
H -2.98379 -5.32723 1.69469
H -1.95959 -5.79971 -0.52465
H -1.13660 -3.92809 -1.97212
H -0.34782 -2.28605 -3.50085
H 0.80691 -0.97011 -3.13978
H 0.83503 -2.47213 -2.16129
H -2.23051 -1.28379 -3.55496
H -3.33510 -0.93177 -2.18478
H -2.40554 0.40543 -2.94932
*
```

Here are the Löwdin charges for atoms 1 to 8, given in e: -0.18 -0.19 -0.16 0.11 -0.16 -0.17 0.11 0.12

---

(2)
A structure of composition C39H43IrN2P2SbTe, computed with ωB97M-V/def2-TZVPD.

Results
Max |F| = 0.644 eV Å⁻¹
Gap between HOMO and LUMO (spin up / spin down) = 8.4 / 5.3 eV

The geometry in ORCA input format:
```
! RIJCOSX wB97M-V def2-TZVPD def2/J DEFGRID3
* xyz 3 5
Ir -0.17700 -0.20676 1.41601
N -1.31479 2.11051 -0.38603
C -2.35693 2.49965 -1.13256
C -3.33563 1.53346 -1.01805
C -2.78814 0.57829 -0.16310
N -1.55408 0.93653 0.22239
H -0.42888 2.57240 -0.28138
H -2.33352 3.42416 -1.69711
H -4.31849 1.52707 -1.47886
H -3.23353 -0.34486 0.19138
C 1.00069 2.66883 4.01920
Te -0.32672 1.00672 3.80851
C 1.10087 0.01264 5.04811
C 1.64953 1.14100 5.89269
C 2.22015 0.90179 7.13634
C 2.75948 1.95577 7.86149
C 2.70865 3.24297 7.35799
C 2.11827 3.48874 6.12684
C 1.60139 2.43469 5.38631
H 0.43910 3.59261 3.94300
H 1.72967 2.62732 3.21687
H 1.85096 -0.42207 4.38946
H 0.62360 -0.77902 5.62495
H 2.23827 -0.10585 7.54696
H 3.21457 1.76832 8.82821
H 3.11868 4.06807 7.93224
H 2.05742 4.50475 5.74770
C 1.21098 -2.25659 -1.06502
P 1.56871 -0.69483 -0.13434
C 1.32451 0.58886 -1.39217
C 1.85314 1.84938 -1.07698
C 1.65785 2.92245 -1.94088
C 0.92590 2.74400 -3.11515
C 0.39714 1.49760 -3.42293
C 0.58754 0.42011 -2.56012
C 3.35364 -0.68870 0.11851
C 4.18258 -0.67501 -1.00877
C 5.55878 -0.66643 -0.84510
C 6.11041 -0.66987 0.43508
C 5.28826 -0.67150 1.55576
C 3.90633 -0.67573 1.39846
P 2.01985 -3.85547 -0.70816
C 3.31385 -4.06613 -1.89331
C 2.91915 -4.30840 -3.22249
C 3.87216 -4.55781 -4.18945
C 5.21861 -4.60248 -3.83521
C 5.61948 -4.33896 -2.52575
C 4.67917 -4.07515 -1.54725
C 2.57310 -4.22097 0.92272
C 3.30609 -5.42171 1.06873
C 3.80602 -5.77814 2.30768
C 3.53813 -4.98001 3.41775
C 2.76443 -3.82585 3.28980
C 2.26896 -3.45394 2.05839
H 1.49669 -2.08809 -2.10321
H 0.12744 -2.39957 -1.04464
H 2.44974 1.98353 -0.17455
H 2.09059 3.89224 -1.70729
H 0.77021 3.58112 -3.78902
H -0.15921 1.35586 -4.34496
H 0.16114 -0.54547 -2.82529
H 3.75818 -0.63937 -2.01030
H 6.20458 -0.64342 -1.71718
H 7.18913 -0.65529 0.55766
H 5.72264 -0.65160 2.55008
H 3.25987 -0.64972 2.27254
H 1.86500 -4.32821 -3.49088
H 3.56919 -4.74030 -5.21469
H 5.96139 -4.85140 -4.58424
H 6.67328 -4.34128 -2.26879
H 5.00097 -3.82777 -0.54552
H 3.47629 -6.07028 0.21539
H 4.39611 -6.68028 2.41236
H 3.91285 -5.27221 4.39339
H 2.54836 -3.22283 4.16656
H 1.67292 -2.56087 1.97324
C -1.17126 -3.73669 3.45299
Sb -1.82216 -2.27686 2.06790
C -2.71537 -3.49098 0.57732
C -3.48748 -1.48785 3.11525
H -2.06031 -4.27934 3.78843
H -0.69242 -3.25727 4.30948
H -0.47557 -4.42758 2.98011
H -3.66865 -3.84595 0.97591
H -2.06214 -4.34525 0.38268
H -2.88658 -2.93379 -0.34495
H -4.17790 -2.30570 3.33567
H -3.99489 -0.72952 2.51662
H -3.14052 -1.03928 4.05027
*
```

Here are the Löwdin charges for atoms 1 to 8, given in e: 0.46 0.02 -0.04 -0.01 -0.13 -0.19 0.14 0.15